No. 1
# C7H7F3OSi

2 unconnected molecules or ions with the total composition C7H7F3OSi in a non-equilibrium geometry (ωB97M-V with the def2-TZVPD basis set, OMol25).

Output
Spin multiplicity ... 1
HOMO ... -9.36 eV
E_tot ... -935.2502 Eh
ΔE to the lowest compared entry with this formula, charge and spin ... 0.000 eV
LUMO level ... 0.20 eV
Molecular weight ... 192.21 g mol⁻¹
Total charge ... 0
HOMO-LUMO gap ... 0.3511 Eh

Atoms and positions in Å:
C 2.35509 0.92096 -1.62792
C 1.29681 0.17908 -2.09147
C 2.40025 1.21957 -0.19610
C 0.25339 -0.17506 -1.26212
C 1.34554 0.87389 0.58263
C 0.28875 0.08789 0.12921
C -2.49747 -1.11324 0.39703
O -1.52839 0.61266 2.51128
F -3.44609 -1.54065 1.14703
F -2.08883 -2.08437 -0.40754
F -3.01374 -0.07354 -0.43939
Si -1.06725 -0.39823 1.31408
H 3.09261 1.17701 -2.34047
H 1.21498 -0.15562 -3.15936
H 3.22862 1.82578 0.07853
H -0.55026 -0.90506 -1.49340
H 1.37934 1.29004 1.52540
H -2.25720 0.35373 3.21459
H -0.40617 -2.09486 2.11799

Cartesian forces (eV/Å) of the 3 atoms listed first:
C -0.7760 -0.5356 2.6771
C -0.7080 -0.4447 -1.6862
C 0.2878 -0.0235 -4.5416

Atom charges from the Mulliken analysis, given in e for atoms 1 to 4: -0.35 -0.47 -0.72 -0.16

***

No. 2
# C7H7F5OSi2

2 unconnected molecules or ions with the total composition C7H7F5OSi2 in a non-equilibrium geometry (ωB97M-V with the def2-TZVPD basis set, OMol25).

Output
Spin multiplicity ... 1
HOMO (spin up / spin down) ... -7.61 / -9.76 eV
E_tot ... -1424.7990 Eh
ΔE to the lowest compared entry with this formula, charge and spin ... 0.000 eV
LUMO level (spin up / spin down) ... -2.36 / -0.80 eV
Molecular weight ... 258.29 g mol⁻¹
Total charge ... 0
HOMO-LUMO gap (spin up / spin down) ... 0.1927 / 0.3291 Eh

Atoms and positions in Å:
C 0.40404 1.82227 0.22461
C 0.37522 1.33950 -1.05673
C 0.30510 0.97746 1.32902
C 0.57985 0.00999 -1.30425
C 0.35487 -0.36732 1.13898
C 0.54628 -0.84696 -0.19515
C 0.29543 -2.24907 -0.38901
O -3.10627 0.02426 -0.26819
F -4.93234 -1.83619 -0.92255
F -3.84048 -2.06363 1.10882
F -2.94891 2.53188 -0.64528
F -2.97048 1.58959 1.79564
F -5.11655 1.71628 0.51834
Si -3.43611 -1.56285 -0.38220
Si -3.58000 1.40808 0.33054
H 0.39506 2.79734 0.37234
H 0.16284 1.93990 -1.93645
H 0.06193 1.32809 2.31177
H 0.74809 -0.28014 -2.31865
H 0.42418 -1.13684 1.83183
H 0.28938 -2.85378 -1.38851
H -0.03256 -2.87995 0.34486

Cartesian forces (eV/Å) of the 3 atoms listed first:
C -0.8754 -3.0677 0.1943
C 0.4267 0.0144 -1.1772
C -0.0520 -0.2159 0.2257

Atom charges from the Mulliken analysis, given in e for atoms 1 to 4: -0.77 -0.18 -0.45 -0.57

***

No. 3
# C7H7FN2

A single C7H7FN2 molecule in a non-equilibrium geometry (ωB97M-V with the def2-TZVPD basis set, OMol25).

Output
Spin multiplicity ... 1
HOMO ... -8.92 eV
E_tot ... -480.1754 Eh
ΔE to the lowest compared entry with this formula, charge and spin ... 2.273 eV
LUMO level ... 0.39 eV
Molecular weight ... 138.15 g mol⁻¹
Total charge ... 0
HOMO-LUMO gap ... 0.3422 Eh

Atoms and positions in Å:
N 3.38955 -1.55149 -0.21848
C 2.75504 -0.80572 0.40486
C 1.89950 0.10131 1.06646
C 1.06310 0.91737 0.44010
C 0.58140 0.66675 -1.00907
C -0.99227 0.48470 -1.02753
C -1.44589 -0.88772 -0.50529
F -0.95522 -2.00384 -1.10032
C -2.05808 -0.85379 0.62527
N -3.01487 -0.79752 1.38038
H 1.99265 0.44705 2.13353
H 0.57010 1.68219 1.03971
H 0.95182 1.51886 -1.45804
H 0.93321 -0.09524 -1.57212
H -1.29728 1.37410 -0.50833
H -1.48662 0.49706 -2.07918
H -2.88614 -0.69407 2.38804

Cartesian forces (eV/Å) of the 3 atoms listed first:
N -0.5870 0.9048 0.8180
C 0.5863 -1.5887 -0.8287
C 0.1028 2.2553 2.1781

Atom charges from the Mulliken analysis, given in e for atoms 1 to 4: -0.45 0.34 -0.40 -0.16

***

No. 4
# C7H7N2S2

A molecular structure, C7H7N2S2 in a non-equilibrium geometry (ωB97M-V with the def2-TZVPD basis set, OMol25).

Output
Spin multiplicity ... 3
HOMO (spin up / spin down) ... -10.42 / -12.96 eV
E_tot ... -1176.2917 Eh
⟨S²⟩ ... 2.062
LUMO level (spin up / spin down) ... -4.52 / -5.75 eV
Molecular weight ... 183.28 g mol⁻¹
Total charge ... +1
HOMO-LUMO gap (spin up / spin down) ... 0.2171 / 0.2652 Eh

Atoms and positions in Å:
C 0.22952 -1.52227 0.29800
C -1.09515 -2.01690 0.58867
C 0.68756 -0.28457 -0.00667
C -2.27176 -1.65054 0.16510
C -1.21618 1.21641 0.06479
C -4.08549 -0.22440 -0.20866
C 1.01214 2.00371 -0.02177
N 0.06039 0.95214 -0.04618
N -3.35001 -1.36165 -0.48752
S -5.55663 0.16005 -0.16211
S -2.76433 1.63231 0.15405
H 1.15791 -2.28215 0.31408
H -1.07186 -2.75755 1.38174
H 1.77467 -0.07620 0.01225
H 2.06099 1.74498 0.40269
H 1.17384 2.37264 -1.10864
H 0.59459 2.88895 0.54874
H -3.39566 -1.90822 -1.34334

Cartesian forces (eV/Å) of the 3 atoms listed first:
C 3.4876 0.1420 -1.0389
C -0.6537 -0.0904 0.6465
C 0.8042 -2.1675 0.8627

Atom charges from the Mulliken analysis, given in e for atoms 1 to 4: -0.25 -0.23 -0.05 0.09

***

No. 5
# C7H7N3

2 unconnected molecules or ions with the total composition C7H7N3 in a non-equilibrium geometry (ωB97M-V with the def2-TZVPD basis set, OMol25).

Output
Spin multiplicity ... 1
HOMO (spin up / spin down) ... -9.47 / -9.71 eV
E_tot ... -435.0436 Eh
ΔE to the lowest compared entry with this formula, charge and spin ... 4.373 eV
LUMO level (spin up / spin down) ... -2.27 / -1.90 eV
Molecular weight ... 133.15 g mol⁻¹
Total charge ... 0
HOMO-LUMO gap (spin up / spin down) ... 0.2647 / 0.2869 Eh

Atoms and positions in Å:
C -1.88171 -0.87672 -1.18852
C -1.74572 1.44474 -0.40541
C -0.41197 -0.29171 1.58599
C 1.21590 1.06555 0.33825
C 1.18842 -1.42722 0.10407
C -1.26810 0.36587 -1.15505
C 0.45417 -0.22517 0.45745
N -2.30106 -1.95487 -1.23263
N -2.34072 2.37491 0.02923
N -1.07518 -0.16859 2.52285
H 0.73424 2.06109 0.60188
H 1.65286 1.14924 -0.75242
H 2.09988 1.12479 0.96803
H 1.17112 -1.74694 -0.87358
H 0.92516 -2.26988 0.63530
H 2.22465 -1.32250 0.19430
H -0.64194 0.69742 -1.82974

Cartesian forces (eV/Å) of the 3 atoms listed first:
C -0.7172 -1.6356 -0.3600
C -3.5874 3.3621 1.3426
C -0.3100 0.4767 0.3740

Atom charges from the Mulliken analysis, given in e for atoms 1 to 4: 0.43 0.42 0.04 -1.30

***

No. 6
# C7H7N3O

A molecular structure, C7H7N3O in a non-equilibrium geometry (ωB97M-V with the def2-TZVPD basis set, OMol25).

Output
Spin multiplicity ... 1
HOMO ... -8.14 eV
E_tot ... -510.2269 Eh
ΔE to the lowest compared entry with this formula, charge and spin ... 7.003 eV
LUMO level ... 0.55 eV
Molecular weight ... 149.15 g mol⁻¹
Total charge ... 0
HOMO-LUMO gap ... 0.3193 Eh

Atoms and positions in Å:
C 1.95286 0.60998 1.77536
C 1.24004 0.08521 -0.34475
C 0.47157 -0.67264 -2.37808
C -0.80219 -0.99160 -1.87474
C -2.20110 -0.29462 -0.03473
C -1.95976 0.46432 1.07361
C -0.15551 -0.10841 0.26547
H 1.20724 -0.35161 1.98057
H 1.72279 1.80134 2.21941
H 3.09082 0.19086 2.53010
H 0.93626 -0.50756 -3.45223
H -1.77769 -1.09662 -2.45831
H -3.05005 -0.51072 -0.42845
H -2.76666 0.68526 1.85132
N 1.44046 -0.15074 -1.62838
N -0.91590 -0.57993 -0.62991
N -0.66466 0.72016 1.32180
O 2.23147 0.70733 0.21194

Cartesian forces (eV/Å) of the 3 atoms listed first:
C 2.7016 -0.0685 2.5792
C -2.0600 -0.2605 -1.5645
C -0.3542 0.3722 -2.7134

Atom charges from the Mulliken analysis, given in e for atoms 1 to 4: -0.64 0.71 -0.12 -0.23